Formula: C6H14AlNO3
Source: OMol25
Level of theory: ωB97M-V with the def2-TZVPD basis set

Its charge is +1. The largest force on an atom is 5.735 eV Å⁻¹. The spin multiplicity is 2. Its expectation value of S² is 0.760. As for the gap between HOMO and LUMO (alpha / beta): 0.3248 / 0.1892 Ha.

Cartesian coordinates (Å):
Al: 6.478956 -0.706135 17.795137
C: 9.388834 -1.123689 21.860831
C: 8.712190 -1.017414 20.539217
O: 7.548582 -1.388547 20.452776
O: 9.354522 -0.765826 19.465953
H: 8.709104 -0.974121 22.699689
H: 10.150919 -0.344376 21.864848
H: 9.905667 -2.077571 21.755505
C: 5.536106 -0.191555 12.790363
C: 5.545740 -0.658265 14.262658
C: 5.937011 -2.156311 14.391730
O: 5.968882 -2.631275 15.744828
C: 5.935870 -4.068921 15.820291
N: 6.375216 0.259000 14.846877
H: 5.094211 -1.032692 12.256213
H: 6.416924 -0.048117 12.164516
H: 4.892255 0.669502 12.611026
H: 4.493374 -0.619998 14.543995
H: 6.923494 -2.402640 13.998955
H: 5.206063 -2.719237 13.811260
H: 4.951149 -4.536254 15.815394
H: 6.303304 -4.336191 16.811073
H: 6.566398 -4.565142 15.082511
H: 7.215505 0.305575 14.288449
H: 6.015245 1.202669 14.844558

Cartesian forces, eV/Å:
0.5 -0.3 -0.5
1.3 0.8 0.8
-0.2 -0.2 -5.7
-2.7 -0.4 1.9
1.1 0.7 2.0
0.1 -0.5 -0.3
0.0 -0.1 0.1
-0.2 -0.1 0.6
-1.7 -2.2 -1.6
-1.2 -1.6 -3.3
0.3 0.3 0.0
-0.6 0.2 0.2
0.3 -0.2 1.0
2.5 1.7 4.2
-0.6 0.1 -0.5
0.8 0.1 1.0
0.0 0.0 0.3
0.1 0.3 0.6
0.2 0.4 -0.4
-0.1 -0.1 0.1
-0.4 0.6 -0.5
0.3 0.1 0.0
0.1 0.3 -0.2
0.4 0.1 0.3
-0.3 0.0 0.0



Formula: C16H16F2N2O3
Source: OMol25
Level of theory: ωB97M-V with the def2-TZVPD basis set

The largest force on an atom is 5.945 eV Å⁻¹. The spin multiplicity is 1. Its SMILES is O=c1cc(CCC2CC3(CC3)C2)c2c(=O)[nH]c(C(F)F)nc2o1. As for the gap between HOMO and LUMO: 0.3151 Ha.

Cartesian coordinates (Å):
O: -1.730744 3.765161 -2.066911
O: -3.176687 -0.679812 1.156538
F: -1.893427 -3.790960 -3.013316
F: -3.966930 -3.110305 -2.824594
N: -1.716885 -0.652139 -2.494855
O: -1.010043 1.534129 -2.248766
C: -1.212091 2.727901 -1.612663
C: -2.590903 -0.736123 0.039051
C: -2.411228 -1.687024 -2.083307
C: -1.495452 0.482197 -1.674632
C: -0.977711 2.761020 -0.176546
C: -1.652167 0.400497 -0.320843
C: -1.168445 1.585138 0.542521
N: -2.749297 -1.830136 -0.759629
C: -2.733391 -2.763498 -3.142770
C: -0.968954 1.579712 2.030142
C: 0.484773 1.350400 2.339434
C: 3.353191 -1.503096 0.157703
C: 4.017560 -0.133869 -0.208403
C: 1.273828 0.095546 0.238963
C: 2.525903 -0.118459 2.148620
C: 1.073732 0.052999 1.836071
C: 2.764812 -0.180879 0.642443
H: -0.529724 3.617744 0.287199
H: -3.362019 -2.660736 -0.451283
H: -2.823149 -2.398399 -4.124031
H: -1.450098 2.536592 2.316579
H: -1.561803 0.769797 2.444658
H: 0.718017 1.292467 3.425102
H: 1.068580 2.044665 1.803125
H: 3.001222 -1.866054 -0.810286
H: 3.954958 -2.129869 0.939079
H: 4.945672 0.113694 0.373799
H: 3.859803 0.184504 -1.235481
H: 0.782647 -0.635518 -0.477742
H: 1.170337 1.063306 -0.341010
H: 2.990026 0.741253 2.674854
H: 2.723953 -0.997082 2.666838
H: 0.472136 -0.824766 2.004352

Cartesian forces, eV/Å:
1.9 -3.4 -0.8
1.1 -0.5 -2.5
0.2 -0.7 -0.2
-2.2 -1.7 0.6
-1.2 0.6 -0.2
0.3 1.9 -2.6
-2.3 4.5 1.4
-0.1 2.2 5.5
2.7 2.0 -0.5
-0.4 -4.0 1.6
0.7 -3.8 1.0
-1.0 0.0 0.0
-1.2 0.4 -2.6
-1.3 -1.8 -1.6
0.5 1.6 2.3
-1.3 -0.4 -0.6
0.2 -1.2 1.5
2.1 0.9 0.2
0.0 -0.3 2.2
1.7 0.4 -0.7
0.6 2.3 -1.1
-2.5 0.5 -2.2
-0.1 -2.2 -1.5
-0.3 0.5 0.0
1.2 2.1 -0.4
0.9 0.7 -1.4
0.8 -0.5 0.6
-0.2 0.0 0.2
-0.4 0.9 -0.5
0.9 1.6 0.0
-0.3 -0.8 0.9
-1.4 0.9 -1.9
-0.9 0.0 -1.1
0.5 0.1 0.3
0.7 0.3 1.4
0.0 -0.7 1.3
-0.3 -0.3 -0.3
0.7 -1.5 0.9
-0.3 -0.3 0.7



Formula: C3H13N2O
Source: OMol25
Level of theory: ωB97M-V with the def2-TZVPD basis set

The largest force on an atom is 1.555 eV Å⁻¹. The spin multiplicity is 2. Its expectation value of S² is 0.751. As for the gap between HOMO and LUMO (alpha / beta): 0.1393 / 0.3764 Ha.

Cartesian coordinates (Å):
N: -1.161158 0.577100 1.693847
C: -0.267746 -0.418681 0.954942
C: 0.392289 0.266573 -0.269540
N: -0.083786 1.630273 -0.520699
C: -0.367990 1.932279 -1.926069
H: -1.431503 1.258232 0.957902
H: -0.553040 1.081441 2.382079
H: -1.892218 0.094820 2.259328
H: -0.910573 -1.208405 0.585408
H: 0.420783 -0.829141 1.682037
H: 0.108098 -0.313996 -1.144865
H: 1.461990 0.059999 -0.155181
H: 0.578413 2.317514 -0.190496
H: -1.436752 1.904841 -2.157196
H: 0.066578 2.879326 -2.233010
H: 0.037345 1.179311 -2.614434
H: 1.103342 -4.134310 0.497002
H: 1.498181 -3.643300 -0.914651
O: 1.391481 -3.360892 -0.008247

Cartesian forces, eV/Å:
1.3 -0.6 -0.4
-0.8 0.5 -0.2
-0.2 -0.8 0.2
0.6 0.0 -0.2
-0.1 -0.7 -0.7
-0.6 0.0 0.4
0.0 0.3 0.2
-0.4 0.2 -0.3
-0.2 -0.2 0.2
0.2 0.0 0.0
-0.1 -0.1 0.0
0.1 0.9 -0.2
0.1 -0.1 0.3
0.0 0.3 0.3
-0.2 0.2 0.1
0.3 0.1 0.2
0.1 0.2 -0.3
0.0 -0.2 -0.2
-0.1 0.1 0.5



Formula: C20H33Br14NO2
Source: OMol25
Level of theory: ωB97M-V with the def2-TZVPD basis set

The largest force on an atom is 3.759 eV Å⁻¹. The spin multiplicity is 1. Its SMILES is O=[N+]([O-])c1ccccc1.BrCCBr.BrCCBr.BrCCBr.BrCCBr.BrCCBr.BrCCBr.BrCCBr. As for the gap between HOMO and LUMO: 0.3525 Ha.

Cartesian coordinates (Å):
Br: 0.828336 -0.155350 -0.281161
C: -0.855049 -0.273386 0.707826
C: -1.924480 0.352255 -0.182951
Br: -3.667665 0.318045 0.951780
H: -0.745505 0.124562 1.716656
H: -1.017728 -1.345337 0.819805
H: -2.128556 -0.170060 -1.117641
H: -1.631392 1.375592 -0.417461
Br: -0.919356 -0.207728 7.702975
C: 0.513458 1.190687 8.092884
C: 0.059070 2.552818 7.742462
Br: 1.354597 3.987676 7.950826
H: 1.423559 0.949882 7.543500
H: 0.771589 1.205737 9.151767
H: -0.863767 2.747546 8.288856
H: -0.067800 2.546106 6.659899
Br: -0.785726 -5.323547 -2.417501
C: 0.443572 -6.489989 -3.574989
C: 1.423308 -5.584018 -4.328883
Br: 0.397807 -4.400785 -5.505314
H: -0.226652 -7.121085 -4.158614
H: 1.025338 -7.196766 -2.983289
H: 2.058600 -6.216879 -4.948556
H: 1.988731 -4.940905 -3.654486
Br: -6.191638 -4.358843 -5.486359
C: -5.951814 -2.448957 -4.993854
C: -7.085441 -1.780184 -5.573000
Br: -6.909136 0.084401 -5.102589
H: -4.963758 -2.202812 -5.382777
H: -5.760937 -2.448145 -3.920701
H: -7.952566 -2.137838 -5.017780
H: -6.990911 -1.934949 -6.647811
Br: -2.451178 -6.214949 3.671673
C: -4.226653 -6.011458 4.535943
C: -5.163805 -5.410497 3.485551
Br: -7.017215 -5.413254 4.285661
H: -4.147595 -5.406213 5.439006
H: -4.563173 -6.987192 4.886367
H: -5.127243 -5.927593 2.526703
H: -4.837714 -4.380324 3.342390
Br: -0.612102 3.266450 -6.367309
C: -0.278152 3.377924 -8.304241
C: -1.025622 2.113082 -8.831383
Br: -0.757007 2.061911 -10.721033
H: 0.784437 3.391925 -8.546751
H: -0.715527 4.313159 -8.653717
H: -2.095894 2.201336 -8.644752
H: -0.698404 1.168786 -8.396264
Br: 5.402157 -2.579005 5.855766
C: 5.617032 -3.633417 4.224620
C: 4.243261 -4.155604 3.880812
Br: 4.287126 -5.209770 2.163127
H: 6.388769 -4.351317 4.502374
H: 6.005225 -2.968489 3.453067
H: 3.554305 -3.311827 3.842383
H: 3.842635 -4.797583 4.665327
C: 2.842652 8.000140 -0.464563
C: 2.507764 7.032688 0.484002
C: 3.368041 6.707919 1.600153
C: 4.696858 7.127990 1.459841
C: 5.025570 8.130344 0.491052
C: 4.064083 8.558143 -0.469544
N: 5.741723 6.755503 2.458672
O: 6.859908 6.564396 2.014630
O: 5.484283 6.730405 3.666844
H: 2.074678 8.385262 -1.118996
H: 1.584311 6.475248 0.430241
H: 3.233282 5.943314 2.350888
H: 6.029116 8.516924 0.391806
H: 4.431978 9.237900 -1.223864

Cartesian forces, eV/Å:
0.0 0.1 0.2
-0.3 -0.9 -0.6
-0.4 0.2 1.3
1.4 0.2 -1.1
0.0 0.5 -0.4
-0.1 0.1 0.0
0.0 -0.2 0.4
-0.6 0.1 0.2
1.2 1.3 0.4
1.0 -0.6 0.8
-1.1 0.0 -1.5
0.0 -0.4 0.5
-0.3 -0.4 -0.1
-0.3 -0.7 0.1
0.2 0.6 -0.3
-0.7 0.3 0.2
1.0 -1.2 -0.6
-0.1 0.7 0.6
-1.3 -0.4 0.0
0.4 -0.1 -0.1
0.0 0.6 -0.3
-0.2 0.4 0.6
0.1 0.3 0.0
0.0 -0.2 -0.1
0.2 0.1 0.2
3.0 -2.1 0.9
-0.5 0.6 0.4
-0.1 0.6 -0.2
-0.3 0.2 -0.5
-0.9 0.2 0.0
-0.4 0.1 -1.0
-1.0 0.3 0.1
-0.6 0.1 0.5
-0.3 -0.4 -0.3
0.3 0.2 1.1
1.1 0.0 -0.7
0.3 0.3 -0.4
0.2 -0.1 -0.4
-0.4 -0.1 0.3
-0.5 0.0 -0.1
0.4 0.4 -0.1
-0.9 -1.2 0.2
0.2 1.2 0.4
0.0 -0.2 -0.8
-0.1 -0.3 0.4
-0.1 -0.3 0.0
0.1 0.1 -0.1
0.3 0.3 0.0
0.0 0.2 0.0
0.3 0.2 0.1
0.0 -0.4 0.0
-0.1 0.8 1.1
-0.4 -0.2 -0.3
-0.1 0.0 0.1
0.0 -0.2 -0.7
0.2 -0.3 -0.3
-2.0 -0.7 0.6
0.7 -0.6 2.2
1.1 -0.2 -2.6
-0.6 2.4 -0.5
-0.6 -1.2 -0.2
3.2 -0.2 1.5
0.5 0.4 0.9
-0.5 0.0 -0.1
-0.5 -0.1 -1.6
0.0 -0.4 -0.4
-0.3 0.4 0.0
-0.8 0.0 0.0
0.1 -0.1 0.3
-0.4 0.3 0.0